# 1
{"formula": "C23H22BrCoFN6OS", "method": "wB97M-V/def2-TZVPD", "species": ["Co", "O", "C", "C", "C", "N", "C", "Br", "C", "H", "H", "H", "H", "C", "C", "N", "C", "C", "C", "C", "C", "C", "C", "C", "N", "C", "N", "H", "H", "H", "H", "H", "H", "H", "H", "H", "N", "C", "N", "S", "H", "H", "H", "H", "F", "C", "C", "C", "C", "C", "C", "H", "H", "H", "H", "H"], "coordinates": [[0.00000, 0.00000, 0.00000], [2.07740, -4.71730, -3.09500], [1.56050, -3.62350, -2.46830], [0.70150, -2.74750, -3.11820], [0.23170, -1.66410, -2.38860], [0.56230, -1.42230, -1.09890], [1.36690, -2.28720, -0.56980], [1.51060, -1.59220, 1.04990], [1.91530, -3.40090, -1.15060], [1.74690, -4.74970, -4.00840], [0.39880, -2.88480, -4.14840], [-0.44380, -0.93890, -2.83450], [2.58130, -4.06230, -0.61470], [-0.47060, -0.38920, 4.11610], [-0.52180, -0.58820, 2.74610], [0.30720, 0.01500, 1.86910], [1.22290, 0.86850, 2.39300], [1.35640, 1.14670, 3.75150], [0.48890, 0.48530, 4.62300], [2.40850, 2.01640, 4.28880], [2.70440, 3.28710, 3.96030], [2.03110, 4.19980, 3.02050], [2.67250, 5.34920, 2.60100], [1.97010, 6.15640, 1.73490], [0.72840, 5.87890, 1.30370], [0.19430, 4.74440, 1.77700], [0.78480, 3.89050, 2.62410], [-1.16010, -0.90400, 4.77520], [-1.25170, -1.26070, 2.30520], [1.87370, 1.33560, 1.65900], [0.54830, 0.65210, 5.69510], [3.02060, 1.53460, 5.05030], [3.55700, 3.73220, 4.47040], [3.67180, 5.61130, 2.92020], [2.40020, 7.07700, 1.35120], [-0.80700, 4.49250, 1.44540], [-2.04350, 3.55480, -2.46160], [-2.43550, 2.65260, -1.53980], [-3.73510, 2.73870, -1.19180], [-1.40910, 1.53470, -0.89090], [-2.55670, 4.41930, -2.56020], [-1.05200, 3.59770, -2.66750], [-4.39520, 3.15210, -1.83510], [-4.09660, 2.00970, -0.58750], [-0.93540, -0.02460, -6.00330], [-0.73440, -0.02170, -4.67910], [0.45450, 0.48870, -4.16810], [0.66260, 0.49120, -2.78900], [-0.31820, -0.01550, -1.93630], [-1.50750, -0.52530, -2.45740], [-1.71790, -0.52890, -3.83620], [1.20740, 0.87910, -4.84500], [1.58470, 0.88560, -2.37220], [-2.26420, -0.91730, -1.78410], [-2.63750, -0.92190, -4.25750], [-0.46560, 1.11620, 1.03880]], "forces_ev_per_a": [[-1.45, 1.96, 1.29], [-0.29, 0.39, -0.08], [0.33, -0.92, -0.67], [-0.24, 0.48, 0.61], [4.97, -6.89, 0.11], [-0.23, -4.80, -2.91], [1.99, -2.37, 0.10], [5.31, -4.44, 2.50], [0.14, -0.18, -0.10], [0.16, -0.02, 0.37], [-0.01, -0.02, -0.01], [3.25, -4.99, -3.02], [-0.05, 0.05, -0.05], [0.91, 0.60, -0.06], [-1.62, -0.97, 0.67], [-0.71, 3.92, 4.04], [-0.24, 0.15, 0.23], [1.27, 0.59, -0.71], [-1.26, -1.20, 0.98], [-0.57, -1.27, -0.26], [0.29, 1.32, -0.80], [0.38, -2.02, 1.61], [-0.12, 1.13, -0.68], [0.02, 0.07, 0.01], [-0.41, -0.33, -0.08], [1.17, 0.01, 0.61], [-0.93, 0.56, -1.10], [0.02, 0.00, -0.12], [0.06, 0.03, 0.04], [-0.06, 0.12, 0.13], [0.00, 0.09, -0.17], [-0.25, 0.23, 0.27], [0.03, -0.06, -0.17], [-0.02, -0.09, 0.04], [0.04, -0.04, 0.03], [-0.02, 0.00, 0.02], [0.42, 0.40, -0.29], [-0.92, 0.60, -1.38], [-0.74, -0.23, 0.41], [-0.98, 1.93, 0.92], [0.12, -0.04, 0.03], [-0.31, -0.03, 0.11], [0.11, 0.05, 0.15], [0.16, 0.21, -0.21], [-0.09, -0.04, -0.26], [0.46, 0.13, 0.54], [0.24, 0.17, 0.15], [1.13, 2.86, -1.89], [-2.13, 9.31, 1.91], [-7.82, 3.13, -0.60], [-1.54, 0.40, -0.20], [-0.08, -0.05, 0.00], [-0.16, 0.07, -0.04], [0.08, 0.07, -0.08], [0.14, -0.09, 0.07], [0.04, 0.05, -1.99]], "mulliken_charge": [-0.586, -0.559, 0.873, -1.035, 0.067, -0.098, 0.445, -0.236, -0.647, 0.303, 0.419, -0.515, 0.497, -0.935, -0.408, -0.336, 0.234, 0.191, -0.403, -1.004, -0.636, 0.880, -0.737, -0.128, -0.689, -0.158, -0.360, 0.380, 0.362, 0.425, 0.459, 0.356, 0.245, 0.361, 0.386, 0.475, -0.426, 0.365, -0.459, -0.036, 0.197, 0.216, 0.208, 0.232, -0.358, 0.247, -0.737, -0.552, 2.128, -0.510, -0.675, 0.496, 0.503, 0.561, 0.478, 0.233], "multiplicity": 4, "e_homo_ev": [-3.41, -5.96], "total_charge": 0}


# 2
{"formula": "C30H39MnN5PS", "method": "wB97M-V/def2-TZVPD", "species": ["Mn", "C", "C", "C", "C", "C", "C", "N", "C", "C", "C", "C", "C", "N", "C", "C", "C", "C", "C", "C", "N", "H", "H", "H", "H", "H", "H", "H", "H", "H", "H", "H", "H", "H", "H", "H", "C", "P", "C", "C", "C", "C", "C", "C", "C", "H", "H", "H", "H", "H", "H", "H", "H", "H", "H", "H", "C", "N", "C", "C", "S", "N", "C", "C", "H", "H", "H", "H", "H", "H", "H", "H", "H", "H", "H", "H", "H"], "coordinates": [[-0.56313, 0.38732, 0.45548], [2.48707, 0.87792, -1.22172], [1.32697, 1.75682, -1.57262], [1.43647, 2.74972, -2.53792], [0.32747, 3.54182, -2.82872], [-0.87613, 3.33552, -2.15512], [-0.95183, 2.33192, -1.19342], [0.17897, 1.53082, -0.90302], [-2.24133, 2.07512, -0.43852], [-3.48323, 2.65542, -0.47952], [-4.48103, 2.14562, 0.39318], [-4.22193, 1.07182, 1.28598], [-2.96233, 0.52872, 1.28538], [-2.12953, 1.09022, 0.43068], [-2.32023, -0.59798, 2.07378], [-3.04983, -1.30698, 3.02398], [-2.42783, -2.33648, 3.73018], [-1.09213, -2.64658, 3.48288], [-0.39233, -1.91998, 2.52828], [1.04417, -2.21168, 2.22348], [-0.96283, -0.91918, 1.82798], [3.37697, 1.12632, -1.80872], [2.23237, -0.16888, -1.41432], [2.73417, 0.99352, -0.16182], [2.37217, 2.91172, -3.06312], [0.40187, 4.32152, -3.58202], [-1.73063, 3.95842, -2.39082], [-3.71353, 3.47472, -1.14762], [-5.47383, 2.59122, 0.37748], [-5.00493, 0.70742, 1.93778], [-4.08903, -1.07668, 3.22658], [-2.98513, -2.89838, 4.47488], [-0.60993, -3.44798, 4.03338], [1.42967, -3.03498, 2.83308], [1.65417, -1.32498, 2.42238], [1.15237, -2.48738, 1.16978], [-4.10893, -1.85578, 0.79208], [-2.50443, -1.02368, 0.45548], [-1.37673, -2.44088, 0.72948], [-2.57703, -0.83578, -1.35642], [-1.60563, -1.36088, -2.21912], [-1.69733, -1.17918, -3.60352], [-2.75593, -0.45738, -4.14682], [-3.71973, 0.08942, -3.30592], [-3.62723, -0.09468, -1.92322], [-4.94753, -1.17418, 0.62318], [-4.15163, -2.18048, 1.83628], [-4.24813, -2.73658, 0.15768], [-1.65303, -3.31158, 0.12708], [-1.40383, -2.74188, 1.78148], [-0.34293, -2.16958, 0.49548], [-0.75403, -1.91558, -1.83692], [-0.93493, -1.59818, -4.25522], [-2.82403, -0.31348, -5.22172], [-4.54193, 0.66572, -3.72162], [-4.38713, 0.35952, -1.29052], [5.41917, -0.61568, -0.74002], [4.25177, -0.74628, 0.12738], [3.69637, -2.09498, 0.19588], [3.49157, 0.38812, 0.45738], [1.80267, 0.38732, 0.45548], [4.25257, 1.52202, 0.78818], [5.44597, 1.38992, 1.61988], [3.69157, 2.86952, 0.74608], [5.18667, -1.06818, -1.70952], [6.25807, -1.14848, -0.28352], [5.69647, 0.42542, -0.91952], [4.51107, -2.80948, 0.34828], [3.18067, -2.32088, -0.74242], [2.99897, -2.18768, 1.03288], [5.72787, 0.34882, 1.79208], [5.24407, 1.84372, 2.59578], [6.27107, 1.92162, 1.13738], [2.97727, 2.97062, -0.07522], [4.50057, 3.58872, 0.58568], [3.19447, 3.08232, 1.69758], [-0.02893, -1.25678, 0.45548]], "forces_ev_per_a": [[6.68, -5.08, 1.13], [-2.05, 0.09, -10.01], [-0.73, 0.16, -0.70], [-0.52, 0.43, -0.15], [0.32, -0.23, 0.07], [0.19, -0.40, 0.32], [0.67, 0.43, -0.82], [-2.62, 2.93, -2.29], [-0.54, 0.45, -0.03], [-0.08, 0.89, -0.59], [0.43, -1.45, 1.18], [-3.31, 2.28, -0.79], [0.93, 1.39, 3.83], [0.35, 4.28, -0.16], [0.19, 4.30, 4.59], [0.11, -1.60, 3.06], [-0.98, 1.22, -0.40], [1.02, 0.37, 1.03], [2.04, 1.89, 3.46], [0.02, -0.26, 0.45], [2.15, 7.52, 7.07], [0.48, 0.47, -0.16], [0.59, 0.29, -1.38], [3.25, 6.37, -3.28], [-0.08, -0.11, 0.11], [-0.02, -0.13, 0.12], [-0.01, -0.12, 0.13], [-0.05, -0.01, 0.08], [0.24, -0.11, 0.08], [0.01, 0.17, 0.01], [0.31, 0.27, 0.24], [0.05, 0.17, -0.12], [0.06, 0.19, -0.24], [-0.24, 0.12, -0.04], [-0.11, -0.07, -0.02], [0.19, -0.01, 0.33], [-1.25, -1.07, -1.41], [-2.42, -10.81, -8.47], [-3.86, -6.00, -4.67], [-0.39, 0.61, -0.88], [0.12, 0.04, -0.07], [-0.10, 0.11, 0.26], [0.14, -0.02, 0.06], [0.08, -0.03, 0.42], [-0.12, -0.13, -0.45], [-0.03, -0.25, -0.19], [-0.32, -0.32, -1.22], [-0.06, 0.21, -0.04], [-0.11, -0.32, -0.59], [-2.00, -2.00, -2.73], [-0.91, -2.57, -1.22], [-0.16, -0.03, 0.10], [-0.14, 0.02, 0.13], [0.00, -0.05, 0.17], [0.09, -0.12, 0.08], [0.13, -0.36, -0.20], [0.31, -0.03, 0.01], [-1.50, 1.90, 0.73], [-0.25, 0.22, 0.10], [9.77, -2.55, 3.97], [-7.69, -5.83, 11.69], [-0.48, -1.72, 0.16], [0.40, 0.13, 0.08], [-0.16, -0.25, 0.32], [0.07, -0.10, 0.08], [0.01, 0.13, -0.20], [-0.11, -0.17, 0.24], [-0.10, 0.19, -0.12], [-0.02, -0.27, 0.00], [0.46, 0.10, -0.38], [-0.17, 0.20, -0.21], [0.08, 0.03, -0.11], [0.03, -0.11, 0.19], [0.08, 0.08, 0.15], [-0.11, -0.21, 0.04], [-0.05, 0.23, -0.17], [1.80, 4.00, -1.77]], "mulliken_charge": [-0.314, -1.162, 0.452, -0.382, -0.880, -0.687, 0.118, 0.105, 0.485, -0.926, -0.979, -0.344, -0.047, -0.001, 0.155, -0.837, -0.698, -1.215, 1.012, -1.434, -0.735, 0.424, 0.646, -0.949, 0.557, 0.481, 0.466, 0.508, 0.437, 0.554, 0.672, 0.475, 0.504, 0.485, 0.433, 0.446, -1.100, 2.409, -1.330, 0.884, -0.640, -0.922, -0.611, -1.060, -0.304, 0.499, 0.431, 0.404, 0.410, 0.561, 1.488, 0.357, 0.461, 0.447, 0.458, 0.425, -1.139, 0.168, -0.783, 0.491, 0.230, 0.244, -1.113, -0.555, 0.374, 0.386, 0.397, 0.474, 0.309, 0.171, 0.373, 0.386, 0.373, 0.103, 0.409, 0.328, -0.716], "multiplicity": 5, "e_homo_ev": [-11.78, -11.63], "total_charge": 2}


# 3
{"formula": "C4H8N3", "method": "wB97M-V/def2-TZVPD", "species": ["C", "C", "C", "C", "N", "N", "N", "H", "H", "H", "H", "H", "H", "H", "H"], "coordinates": [[-3.69884, 0.08309, -0.01187], [1.85650, 0.56153, 0.11093], [0.39935, 0.73505, -0.03922], [1.56606, -1.02994, -0.01280], [-0.88100, -1.34236, 0.13903], [-2.50204, 0.28788, -0.04516], [0.10457, -0.64620, -0.01399], [-4.31372, -0.74739, 0.19366], [-4.29590, 1.00374, -0.11965], [2.55621, 1.10544, -0.66182], [2.18364, 0.71091, 1.10380], [-0.09570, 1.40799, 0.72877], [-0.09453, 1.26511, -0.92429], [1.75993, -1.37526, -1.05424], [1.77053, -1.50074, 0.92498]], "forces_ev_per_a": [[-1.10, 1.33, 0.18], [1.88, -0.95, -2.36], [-2.89, 5.46, -0.48], [0.37, 2.25, -1.62], [0.97, 1.21, -0.46], [1.98, -0.11, -0.15], [-2.29, -2.58, 1.08], [-0.25, -1.60, 0.16], [-0.01, 0.16, -0.18], [-1.43, -1.44, 1.54], [0.47, 0.63, 0.91], [0.33, -1.46, -0.24], [1.16, -1.09, 0.48], [0.33, -0.62, 1.29], [0.47, -1.19, -0.16]], "mulliken_charge": [-0.191, -0.392, -0.300, -0.444, -0.506, -0.258, 0.720, 0.307, 0.259, 0.284, 0.253, 0.306, 0.323, 0.307, 0.332], "e_homo_ev": [-13.91, -15.22], "total_charge": 1, "relative_energy_kcal_mol": 183.5}


# 4
{"formula": "C3H5N5", "method": "wB97M-V/def2-TZVPD", "species": ["C", "C", "C", "H", "H", "H", "H", "H", "N", "N", "N", "N", "N"], "coordinates": [[2.30937, -0.28780, 0.16559], [0.08198, 0.20054, -0.27224], [-0.97865, 1.26133, -0.04971], [3.25976, 0.25589, 0.29338], [2.07071, -0.54244, 1.20947], [2.58878, -1.18928, -0.44004], [-0.47447, 2.22409, -0.00216], [-3.46426, -0.62830, 0.00234], [1.29022, 0.54812, -0.54454], [-2.21703, 0.93344, 0.09420], [-2.49532, -0.34927, -0.16956], [-1.61189, -1.33455, -0.07342], [-0.35920, -1.09177, -0.21331]], "forces_ev_per_a": [[1.05, -0.68, -1.51], [-0.59, 2.36, -1.58], [1.35, -2.05, -0.81], [-0.48, 0.28, -0.52], [-0.61, -0.22, -0.55], [-0.36, 0.44, 0.77], [-1.12, 0.40, 0.46], [0.70, 0.11, 0.00], [-0.09, 0.00, 2.79], [0.54, 1.91, -0.63], [-0.09, -0.43, 1.05], [1.04, -0.27, -1.26], [-1.35, -1.84, 1.81]], "mulliken_charge": [-0.704, 0.545, 0.054, 0.295, 0.255, 0.249, 0.412, 0.275, -0.497, -0.561, 0.240, -0.504, -0.060], "smiles": "C/N=c1/cn[nH]nn1", "e_homo_ev": -8.61, "total_charge": 0, "relative_energy_kcal_mol": 104.3}


# 5
{"formula": "B3F12Sn", "method": "wB97M-V/def2-TZVPD", "species": ["Sn", "B", "F", "F", "F", "F", "B", "F", "F", "F", "F", "B", "F", "F", "F", "F"], "coordinates": [[0.35336, 1.24850, 0.95953], [-1.56238, -3.69538, -0.03375], [-0.42903, -3.04680, -0.53758], [-2.37446, -2.78290, 0.69202], [-2.29667, -4.14040, -1.12435], [-1.25283, -4.80448, 0.72428], [4.97100, 1.96318, 2.40551], [6.26370, 2.01324, 2.68051], [4.36436, 0.84152, 2.81808], [4.29536, 3.09697, 2.87616], [4.78026, 2.01057, 1.07961], [-3.43153, 1.45932, -2.52808], [-3.74439, 1.20878, -1.17330], [-4.56921, 1.69507, -3.29475], [-2.59781, 2.52878, -2.60797], [-2.76973, 0.40409, -2.93584]], "forces_ev_per_a": [[-0.02, -0.69, -0.57], [-1.37, -0.36, -0.65], [0.94, 0.79, 0.36], [0.53, 0.34, 0.39], [-0.38, -0.07, -0.64], [0.62, -0.15, 0.84], [-0.69, 1.62, -0.02], [2.72, -0.01, 1.08], [-1.59, -2.66, 1.70], [-0.83, 0.95, 1.20], [-0.55, 0.02, -4.20], [-1.79, 0.49, 0.50], [-0.42, 0.46, 1.25], [-0.54, 0.13, 0.05], [1.49, 2.45, 0.29], [1.88, -3.31, -1.59]], "mulliken_charge": [1.886, 0.623, -0.401, -0.421, -0.373, -0.375, 0.496, -0.341, -0.360, -0.413, -0.361, 0.533, -0.410, -0.394, -0.387, -0.304], "e_homo_ev": -8.55, "total_charge": -1, "relative_energy_kcal_mol": 201.9}


# 6
{"formula": "C3H2CeFO2", "method": "wB97M-V/def2-TZVPD", "species": ["O", "O", "C", "C", "C", "H", "H", "F", "Ce"], "coordinates": [[-0.25707, -1.27875, -0.13884], [-0.59299, 0.79550, -0.84646], [-1.60270, -1.21787, -0.13650], [-2.00004, 0.17694, -0.39359], [0.32685, -0.06237, -0.67938], [-2.17759, -2.12900, -0.27591], [-2.70090, 0.38053, -1.21022], [-2.38816, 0.83056, 0.72127], [2.62898, 0.16823, 0.81417]], "forces_ev_per_a": [[-3.69, -0.84, -0.31], [-0.68, -1.85, 0.56], [4.17, -0.07, -1.22], [-0.47, 2.83, 0.58], [-0.56, 1.51, 1.15], [-0.31, -0.43, 0.92], [0.13, -0.20, -0.30], [0.75, -1.03, -1.20], [0.66, 0.07, -0.17]], "mulliken_charge": [-0.130, -0.110, 0.222, 0.220, 0.173, 0.429, 0.361, -0.102, 1.937], "multiplicity": 3, "e_homo_ev": [-20.87, -25.15], "total_charge": 3, "relative_energy_kcal_mol": 37.2}


# 7
{"formula": "C7H8N2O2", "method": "wB97M-V/def2-TZVPD", "species": ["C", "C", "C", "C", "C", "C", "C", "H", "H", "H", "H", "H", "H", "H", "H", "N", "N", "O", "O"], "coordinates": [[-2.43458, -0.53966, -0.20821], [-1.26233, -0.76922, 0.76050], [0.13358, -0.33315, 0.09948], [1.18575, -1.28558, 0.23560], [2.47156, -0.85690, -0.04780], [2.82857, 0.46332, -0.33430], [1.65411, 1.17898, -0.37114], [-0.96871, 1.54805, 0.26871], [-3.59042, 1.19382, -0.95144], [-0.95931, -1.75307, 1.08837], [-1.56158, -0.03668, 1.51771], [1.07063, -2.40645, 0.19110], [3.31621, -1.60337, -0.20214], [3.85361, 0.82175, -0.55000], [1.81668, 2.24557, -0.69611], [-2.68471, 0.81791, -0.35985], [0.31152, 0.94869, -0.18189], [-2.08692, 1.86934, 0.48251], [-3.09365, -1.50336, -0.74111]], "forces_ev_per_a": [[-1.79, -2.39, -0.86], [1.42, 1.40, -2.18], [-1.97, -1.63, 3.07], [0.37, -0.25, -1.92], [2.65, -1.89, -0.69], [-2.26, -1.31, 0.63], [0.16, 5.91, -1.67], [-2.74, 1.96, 0.26], [3.26, -1.53, 2.18], [-1.39, -0.37, 0.21], [0.85, -0.43, 0.61], [-0.50, 1.51, 0.67], [-1.32, 0.59, 0.70], [-1.13, -0.11, 0.16], [-0.33, -0.86, 0.50], [-2.67, 1.06, -1.37], [3.04, -2.22, 0.13], [2.30, -3.19, -1.83], [2.07, 3.78, 1.40]], "mulliken_charge": [0.534, -1.100, 1.064, -0.823, -0.095, -0.633, -0.188, 0.513, 0.277, 0.369, 0.558, 0.266, 0.272, 0.371, 0.304, -0.156, -0.358, -0.513, -0.663], "smiles": "O=C(Cc1ccccn1)NO", "e_homo_ev": -8.88, "total_charge": 0, "relative_energy_kcal_mol": 102.7}


no.,DFT total energy (eV)
1,-156397.3671
2,-90596.9329
3,-8734.8241
4,-10638.3533
5,-40483.0601
6,-22845.0523
7,-14460.0066